ORCA calculation (ωB97M-V/def2-TZVPD) on a molecular structure, C44H52BrN4OS4TaTe in a non-equilibrium geometry.

Properties
- energy (eV) = -176707.5471
- frontier orbital gap (eV) = 6.1
- ΔE to the lowest compared entry with this formula, charge and spin (kcal/mol) = 43.9
- E_LUMO (eV) = -0.87

Each line ends with the Mulliken charge.
CARTESIAN COORDINATES (ANGSTROEM)
Ta (0.3960, 0.0384, 0.0393)  0.326
Te (-2.2623, 0.3681, 1.0464)  0.532
Br (0.0093, -1.4892, -6.7046)  -0.215
S (1.0160, 4.4211, -2.4231)  -0.114
S (2.4963, 1.3063, 0.1968)  -0.792
S (-0.3885, 2.0849, -1.1461)  -0.469
S (3.5861, 3.7405, -1.1563)  -0.183
O (3.1995, 5.8753, -2.6367)  -0.584
N (0.5844, -0.6445, 2.0613)  1.424
N (1.4729, -1.8281, 0.0163)  0.840
N (-3.3706, -1.9287, -0.0337)  -0.358
N (-4.1600, -2.6463, 0.9198)  -0.822
C (-6.2120, 2.1641, 1.2660)  -1.013
C (1.0471, 2.9800, -1.4136)  0.173
C (1.1909, -3.3728, -1.8593)  1.291
C (1.9823, -2.4629, -1.1461)  -0.734
C (-4.5114, 1.5363, 2.9567)  -1.392
C (2.6474, -3.6400, 1.3097)  -2.131
C (-1.6863, 2.2446, 1.7014)  -0.584
C (0.3480, 1.0679, 3.7979)  0.491
C (1.6343, 1.7044, 3.3794)  -1.006
C (2.9490, -3.6199, -3.4920)  -1.210
C (1.8185, -2.3895, 1.1976)  0.871
C (-1.8101, 5.3865, 3.1647)  -1.715
C (-1.9269, -0.2014, 4.7531)  -0.640
C (-0.1085, -0.1033, 3.1717)  -1.343
C (-0.9874, 4.7993, 2.0122)  1.919
C (3.2975, -2.2083, -1.5667)  1.548
C (-4.9548, 1.6496, 1.5308)  0.921
C (-8.0587, 2.8777, -0.2416)  -1.705
C (-0.9115, -1.0548, -2.6880)  0.018
C (-0.1668, -3.7810, -1.3594)  -0.871
C (-0.3851, 1.6169, 4.8404)  -0.531
C (0.0813, -1.0544, -4.8489)  -0.307
C (0.5065, 4.9570, 2.3177)  -1.430
C (1.3196, -1.7538, 2.3120)  0.898
C (0.2417, -0.5353, -2.1133)  0.726
C (1.2215, -0.4664, -4.3362)  -0.804
C (-1.3279, 5.5162, 0.6980)  -1.415
C (1.2853, -0.2206, -2.9781)  -0.119
C (-1.0066, -1.3282, -4.0436)  -1.034
C (-1.3344, 3.3904, 1.8519)  0.898
C (-5.8633, 1.9370, -1.0741)  -0.888
C (2.2274, 2.6721, -0.8323)  0.235
C (2.7064, 4.8906, -2.1725)  0.637
C (3.7588, -2.7902, -2.7399)  -0.821
C (-1.2289, -0.7773, 3.6987)  2.249
C (1.6117, -2.2455, 3.7010)  -2.635
C (-1.5343, 1.0039, 5.3021)  -1.235
C (4.2159, -1.3249, -0.7767)  -1.543
C (-1.6764, -2.1261, 3.2073)  -1.420
C (-3.7529, 1.0389, -2.0278)  -1.238
C (-6.6901, 2.3083, -0.0288)  0.645
C (-4.5910, 1.4172, -0.8470)  1.248
C (-4.1392, 1.2625, 0.4588)  -0.432
C (1.6803, -3.9252, -3.0360)  -0.682
H (0.7548, 4.4981, 3.2710)  0.202
H (2.4192, 0.9596, 3.2707)  0.288
H (1.9492, 2.4361, 4.1164)  0.580
H (-1.5155, -2.8585, 3.9978)  0.395
H (-5.3279, 1.7727, 3.6330)  0.509
H (-8.4495, 2.6478, -1.2284)  0.388
H (-2.6980, 1.0396, -1.7637)  -0.306
H (-2.8747, 5.3103, 2.9527)  0.312
H (-1.9071, -1.7498, -4.4724)  0.517
H (4.7711, -2.5873, -3.0592)  0.468
H (-0.9258, -3.5240, -2.0965)  0.312
H (2.0129, -4.4920, 1.5558)  0.363
H (-2.3822, 5.3992, 0.4565)  0.292
H (-3.9007, 1.7443, -2.8415)  0.585
H (-2.1043, 1.4457, 6.1054)  0.426
H (1.1932, -3.2367, 3.8609)  0.310
H (-4.1551, 0.5261, 3.1635)  0.168
H (-4.5498, -3.5047, 0.5244)  0.265
H (-2.5206, -2.4735, -0.1907)  0.059
H (4.1462, -0.2954, -1.1289)  0.274
H (-4.9324, -2.0555, 1.2137)  0.178
H (-0.3913, -3.2830, -0.4163)  -0.688
H (-0.1987, -4.8598, -1.2035)  0.582
H (-1.0982, 6.5765, 0.7839)  0.458
H (1.2104, -1.5719, 4.4521)  0.472
H (-1.6023, 4.8540, 4.0911)  0.296
H (5.2480, -1.6448, -0.9059)  0.526
H (3.1569, -3.8623, 0.3773)  0.419
H (2.6869, -2.3207, 3.8476)  0.619
H (-3.8490, -1.8326, -0.9349)  0.362
H (-4.0264, 0.0511, -2.3988)  0.267
H (2.1825, 0.2468, -2.5947)  0.416
H (-1.5543, 6.4352, 3.3014)  0.452
H (1.5277, 2.2057, 2.4187)  -0.408
H (1.1118, 4.4876, 1.5458)  0.049
H (-2.7440, -2.1221, 2.9776)  0.585
H (-6.8446, 2.4570, 2.0916)  0.423
H (-3.6877, 2.2246, 3.1487)  0.177
H (2.0432, -0.2009, -4.9842)  0.535
H (-0.7522, 5.1021, -0.1254)  0.133
H (-2.7885, -0.7204, 5.1470)  0.452
H (-1.1240, -2.4436, 2.3244)  -0.453
H (-1.7796, -1.2319, -2.0652)  0.621
H (3.9667, -1.3202, 0.2832)  0.170
H (1.0479, -4.6061, -3.5895)  0.461
H (-0.0380, 2.5308, 5.3038)  0.465
H (-8.0244, 3.9609, -0.1319)  0.308
H (3.3139, -4.0444, -4.4155)  0.426
H (0.7675, 6.0131, 2.3601)  0.526
H (-6.2018, 2.0474, -2.0950)  0.455
H (-8.7468, 2.4918, 0.5074)  0.394
H (3.3894, -3.5345, 2.0988)  0.437


ORCA calculation (ωB97M-V/def2-TZVPD) on a molecular structure, C44H52GdN5O4P2S2 in a non-equilibrium geometry.

Properties
- energy (eV) = -123198.2280
- multiplicity = 8
- frontier orbital gap (spin up / spin down) (eV) = 7.1 / 4.5
- ΔE to the lowest compared entry with this formula, charge and spin (kcal/mol) = 0.0
- E_LUMO (spin up / spin down) (eV) = 0.19 / -2.40

Each line ends with the Mulliken charge.
CARTESIAN COORDINATES (ANGSTROEM)
Gd (-0.0426, -0.2968, 0.2420)  -0.759
S (1.6663, 1.6137, -2.3160)  0.508
S (1.2957, 0.8828, 2.4041)  0.078
P (1.0406, -3.5599, -1.1288)  1.032
P (-1.4424, -1.9195, -2.5303)  1.486
O (-1.4609, 1.4079, 1.0363)  -0.461
O (2.1217, -0.9130, 0.2716)  0.064
O (-4.3397, -1.1791, 0.7057)  -0.731
O (-1.9630, -1.5418, 0.8473)  -0.274
N (0.0587, 1.7301, 4.6136)  0.222
N (-0.9569, -2.9135, 2.3904)  -1.221
N (0.2791, 1.0730, -1.8053)  0.064
N (0.1946, -2.2837, 1.8594)  1.751
N (-0.6807, 2.7551, 2.7182)  -0.582
C (1.1404, 5.8589, -3.8577)  -0.515
C (0.7992, -3.6761, -2.9738)  -0.379
C (-0.6419, -3.4060, -3.3656)  -1.599
C (2.3701, 1.4234, 5.5688)  -0.923
C (-4.4516, -2.2186, 1.5493)  0.038
C (0.1306, 1.8158, 3.2853)  0.492
C (-1.9964, -1.0617, -4.0845)  -1.548
C (-0.8368, 2.5997, 5.3579)  -0.575
C (-3.1340, 4.6656, -0.9111)  -0.548
C (-2.6318, 5.9320, -0.5873)  -0.488
C (4.9488, -2.2419, 3.0208)  -0.807
C (4.3295, -0.9882, 1.0811)  -0.849
C (1.4583, 3.2946, -2.8763)  0.084
C (5.3090, -1.3771, 1.9961)  -0.567
C (3.6309, -2.6830, 3.0968)  -0.691
C (-1.8123, 3.7185, 0.8489)  0.697
C (-0.1626, 3.9158, 5.7782)  -1.129
C (-1.3328, 4.9733, 1.1808)  -0.546
C (-2.0159, -2.4495, 1.7796)  0.611
C (-2.7224, 3.5502, -0.1871)  -0.230
C (0.1286, 5.2832, -3.0967)  -0.415
C (2.9866, -1.4009, 1.1274)  0.663
C (-3.6913, -3.9665, 3.0294)  -0.358
C (2.8442, -3.9994, -1.1156)  -1.497
C (2.3386, 5.1894, -4.0717)  -0.670
C (1.2620, -2.7200, 2.4102)  -1.487
C (2.3231, -0.7690, -6.1229)  -0.426
C (0.2848, 3.9918, -2.5960)  0.050
C (1.2115, 1.0387, -4.9804)  -0.433
C (2.6350, -2.2895, 2.1785)  1.418
C (-1.7156, 6.0941, 0.4414)  -0.630
C (3.1039, -1.0097, -5.0093)  -0.670
C (-6.0293, -3.6364, 2.6815)  -0.331
C (-3.0555, -2.7140, -2.1089)  -1.675
C (-5.7486, -2.5867, 1.8329)  -0.491
C (2.9313, -0.2233, -3.8572)  -0.231
C (0.9952, 0.8472, 5.3363)  -0.820
C (1.9831, 0.8028, -3.8581)  0.307
C (2.5065, 3.9204, -3.5601)  -0.469
C (0.4116, -5.2033, -0.6357)  -1.620
C (-5.0002, -4.3296, 3.3004)  -0.779
C (-3.3889, -2.9135, 2.1576)  0.016
C (1.3893, 0.2391, -6.1324)  -0.745
C (-1.2896, 2.5323, 1.5786)  -0.132
H (6.3101, -0.9932, 1.8467)  0.436
H (-0.8026, 5.8342, -2.8974)  0.378
H (-3.7543, -2.0306, -1.6228)  0.439
H (-0.9254, 4.6132, 6.1284)  0.396
H (1.2099, -4.6297, -3.3405)  0.581
H (0.8065, 0.4431, -7.0133)  0.449
H (3.8252, -1.8012, -5.0367)  0.467
H (-2.8651, -3.5351, -1.4068)  0.302
H (2.4427, -1.4040, -6.9883)  0.395
H (0.5177, 1.8538, -4.9804)  0.497
H (3.2861, -3.3398, 3.9142)  0.358
H (1.4040, -2.8826, -3.4153)  -0.148
H (-2.6499, -1.6842, -4.6703)  0.555
H (-3.5360, -3.1152, -2.9923)  0.560
H (5.6878, -2.5556, 3.7505)  0.379
H (-0.7793, -3.3058, -4.4474)  0.556
H (-2.5581, -0.1758, -3.7449)  0.359
H (-0.5009, 3.5342, -2.0206)  0.211
H (-1.6819, 2.7462, 4.6925)  0.394
H (3.4296, 3.3605, -3.7529)  0.409
H (-1.2684, 7.0354, 0.6756)  0.441
H (3.1245, 5.6548, -4.6550)  0.397
H (-0.6376, -5.2968, -0.9042)  0.388
H (-3.7898, 4.5362, -1.7599)  0.388
H (-3.3438, -1.0607, 0.6009)  0.399
H (1.1134, -3.4860, 3.1859)  0.308
H (-5.2264, -5.1104, 4.0109)  0.408
H (3.0562, -4.8643, -1.7320)  0.584
H (3.5602, -0.4276, -2.9815)  0.322
H (-3.0863, 2.5344, -0.3816)  0.468
H (-2.9135, 6.7694, -1.2093)  0.461
H (4.5989, -0.3205, 0.2837)  0.280
H (2.9210, 0.7247, 6.2212)  0.384
H (0.4764, -5.3076, 0.4519)  0.383
H (2.3008, 2.3703, 6.1254)  0.254
H (1.0259, 6.8576, -4.2665)  0.386
H (0.3830, 4.3785, 4.9454)  0.274
H (0.5335, 0.6952, 6.3088)  0.471
H (3.3669, -3.1152, -1.4903)  0.179
H (-2.8596, -4.4740, 3.4903)  0.483
H (2.8921, 1.5613, 4.6511)  0.281
H (-1.1883, 2.0520, 6.2789)  0.390
H (-7.0701, -3.8675, 2.8921)  0.372
H (-6.5514, -2.0125, 1.3799)  0.437
H (3.1862, -4.1977, -0.1067)  0.398
H (1.0123, -0.1092, 4.7837)  0.257
H (0.5274, 3.7357, 6.6112)  0.314
H (-1.1386, -0.7516, -4.6847)  0.264
H (-1.2658, -4.2698, -3.0892)  0.443
H (-0.6753, 5.0610, 2.0334)  0.493
H (0.9568, -6.0265, -1.1099)  0.413
H (-0.4520, 1.1206, -2.4997)  0.027


Look up the energy of the second one.
-123198.2280 eV


Which of these has the lowest ΔE to the lowest compared entry with this formula, charge and spin?
C44H52GdN5O4P2S2


What is the ΔE to the lowest compared entry with this formula, charge and spin in the first record?
43.9 kcal/mol